{"formula": "C25H48ClN3O13", "method": "the ωB97M-V functional and the def2-TZVPD basis", "molar_mass_da": 634.1, "energy_ev": -70307.3562, "homo_lumo_gap_ha": 0.3083, "symbols": ["N", "C", "O", "C", "C", "C", "C", "C", "O", "Cl", "O", "C", "O", "O", "C", "C", "C", "C", "C", "O", "O", "C", "O", "O", "H", "H", "H", "H", "H", "H", "H", "H", "H", "H", "H", "H", "H", "H", "H", "H", "H", "H", "C", "O", "C", "C", "N", "C", "C", "O", "C", "H", "H", "H", "H", "H", "H", "H", "H", "H", "H", "H", "H", "H", "H", "H", "C", "O", "C", "C", "N", "C", "C", "O", "C", "H", "H", "H", "H", "H", "H", "H", "H", "H", "H", "H", "H", "H", "H", "H"], "xyz": [[-2.398540, -4.754245, -0.206355], [-3.324090, -4.391176, 0.833874], [-4.227534, -5.123268, 1.078862], [-3.184684, -3.135184, 1.694915], [-2.755118, -1.796695, 0.989553], [-3.546037, -1.354266, -0.274369], [-3.042321, -1.854044, -1.666152], [-1.529180, -1.578901, -1.869286], [-1.123973, -0.553873, -2.185709], [-0.292817, -2.884100, -1.669199], [-3.173380, 0.072120, -0.355301], [-4.053094, 0.792247, 0.416972], [-4.042906, 1.927183, 0.576469], [-4.985409, -0.135428, 0.915867], [-5.082093, -1.084952, -0.143142], [-5.772466, -0.460977, -1.419817], [-6.841122, 0.617981, -1.083824], [-8.283865, 0.110326, -0.774776], [-8.824141, -0.990408, -1.687506], [-9.431263, -1.879759, -1.194258], [-8.613842, -1.013756, -3.031557], [-5.933669, -2.355119, 0.115892], [-5.659144, -3.349494, -0.886808], [-6.851951, -3.653850, -1.534806], [-2.973420, -4.994313, -1.016442], [-1.944314, -5.638284, 0.025764], [-4.071473, -2.968995, 2.324769], [-2.368627, -3.361883, 2.416151], [-2.759594, -1.032387, 1.784138], [-1.688421, -1.914450, 0.715881], [-3.527412, -1.268801, -2.465521], [-3.311363, -2.901988, -1.857815], [-4.978408, 0.068904, -1.985929], [-6.145726, -1.235403, -2.106270], [-6.926150, 1.254450, -1.987360], [-6.554966, 1.296626, -0.266486], [-8.987071, 0.964643, -0.811669], [-8.312823, -0.287223, 0.251254], [-8.723943, -1.950420, -3.267265], [-7.019993, -2.167829, 0.066056], [-5.763364, -2.827474, 1.099651], [-6.641005, -3.505243, -2.471032], [7.270488, -1.527391, -2.502457], [6.410470, -1.101785, -3.544306], [5.446777, -2.081297, -3.922212], [4.046390, -1.629429, -3.545346], [3.860885, -1.642929, -2.097768], [2.626645, -0.992249, -1.654032], [2.491141, 0.509927, -1.902814], [3.400260, 1.303407, -1.151779], [4.671257, 1.486334, -1.753383], [8.045733, -0.771324, -2.380679], [6.729855, -1.626372, -1.556385], [7.751640, -2.477267, -2.753647], [5.676098, -3.063417, -3.498403], [5.499843, -2.171666, -5.011592], [3.315176, -2.300096, -4.006413], [3.900978, -0.623530, -3.958760], [4.643424, -1.171458, -1.662071], [2.557511, -1.158156, -0.574749], [1.773383, -1.506590, -2.104654], [1.493523, 0.801362, -1.562510], [2.532814, 0.768637, -2.966624], [4.617779, 1.493011, -2.844317], [5.372143, 0.719894, -1.412459], [5.062874, 2.449353, -1.420630], [5.799527, 5.118382, 5.120601], [4.663749, 5.514827, 4.373666], [4.906862, 5.600893, 2.971741], [4.137446, 4.524187, 2.226091], [4.691018, 3.200511, 2.493689], [3.855478, 2.100624, 2.005647], [2.478681, 1.924705, 2.645911], [2.518822, 1.535278, 4.011539], [2.624713, 2.603112, 4.936443], [5.552299, 5.212112, 6.177838], [6.065383, 4.076755, 4.916773], [6.655294, 5.766002, 4.907924], [5.975312, 5.559679, 2.740323], [4.536617, 6.578296, 2.647319], [4.189111, 4.723422, 1.151569], [3.088069, 4.590617, 2.539302], [4.810307, 3.090647, 3.492768], [4.422164, 1.180458, 2.175033], [3.735709, 2.199476, 0.923710], [1.984874, 1.102714, 2.119323], [1.834183, 2.800273, 2.508484], [2.134703, 3.512090, 4.579580], [3.672884, 2.806075, 5.171930], [2.140417, 2.291600, 5.863370]], "atomic_forces_ev_per_a": [[0.29, 0.60, -0.22], [-0.05, 0.05, 0.44], [-1.42, -0.89, 0.46], [1.26, 0.78, -0.28], [0.12, -1.73, 0.24], [0.76, 1.74, -1.02], [0.08, -0.92, 0.20], [-1.39, -2.69, 0.81], [1.10, 3.30, -1.03], [-0.70, -0.31, 0.06], [-0.34, 0.90, 0.65], [0.32, -4.69, -0.96], [-0.04, 3.28, 0.85], [-0.66, 0.91, -0.31], [-0.53, -2.00, -1.12], [1.31, 1.14, 0.37], [-0.90, 0.07, -0.95], [0.74, 0.50, -0.46], [0.31, 0.45, 0.36], [-0.98, -1.52, 0.76], [0.97, 0.65, 0.25], [-0.50, -0.30, 1.40], [1.35, 0.87, 0.67], [-1.12, -0.35, -0.82], [0.06, 0.05, 0.20], [-0.04, 0.29, 0.25], [0.17, -0.42, -0.53], [-0.31, 0.08, -0.37], [-0.30, -0.10, -0.63], [-0.56, 0.16, -0.16], [0.22, -0.08, 0.52], [0.32, 0.30, 0.33], [-0.49, -0.17, 0.20], [0.01, 0.22, 0.48], [0.14, -0.29, 0.41], [0.15, -0.41, -0.30], [0.35, -0.34, 0.00], [-0.27, -0.03, -0.50], [-0.44, 0.30, -0.08], [0.55, 0.24, 0.03], [0.15, 0.25, -0.40], [0.11, -0.04, 0.20], [-0.02, 0.18, -0.13], [0.09, -0.26, 0.22], [-0.22, 0.24, -0.40], [0.24, 0.02, 0.33], [-0.11, 0.05, -0.15], [0.25, 0.01, 0.08], [-0.39, -0.09, 0.23], [0.01, -0.04, -0.42], [0.02, 0.11, 0.37], [-0.06, 0.02, -0.04], [0.07, -0.14, 0.06], [-0.02, -0.04, 0.07], [0.01, 0.08, 0.15], [0.00, -0.03, 0.01], [-0.02, 0.02, 0.02], [-0.01, -0.05, -0.22], [0.01, -0.04, -0.03], [-0.09, 0.05, -0.01], [0.20, 0.17, -0.04], [0.02, 0.00, 0.00], [0.18, -0.02, -0.01], [-0.01, -0.10, 0.00], [0.10, -0.02, -0.21], [-0.06, 0.01, 0.00], [-0.21, 0.06, 0.04], [0.34, -0.09, 0.00], [-0.46, 0.18, -0.17], [0.23, -0.18, 0.30], [-0.14, 0.07, -0.07], [0.22, 0.05, 0.16], [0.04, -0.32, -0.26], [-0.12, 0.25, -0.07], [0.06, -0.33, 0.14], [-0.06, 0.00, -0.05], [0.16, 0.01, -0.01], [0.05, -0.07, -0.01], [0.00, -0.14, 0.09], [0.03, -0.01, -0.01], [-0.03, -0.03, 0.00], [-0.06, 0.20, -0.10], [0.02, 0.04, -0.02], [-0.09, -0.04, -0.04], [-0.09, 0.02, 0.10], [0.02, 0.00, 0.02], [0.08, 0.10, 0.12], [0.08, 0.03, -0.06], [-0.03, 0.23, 0.01], [-0.04, -0.03, -0.05]], "mulliken_charge": [-0.321, 0.092, -0.537, -0.516, -1.392, 0.757, 0.101, -0.245, -0.401, -0.229, -0.554, 0.308, -0.458, -0.602, 2.068, -1.261, -0.957, -0.711, 0.515, -0.540, -0.486, -1.231, -0.202, -0.396, 0.247, 0.311, 0.339, 0.558, 0.271, 0.322, 0.613, 0.372, 0.590, 0.605, 0.430, 0.334, 0.452, 0.335, 0.371, 0.409, 0.334, 0.315, -0.713, -0.339, -0.796, -0.218, -0.274, -0.203, -0.642, -0.328, -0.687, 0.238, 0.300, 0.342, 0.410, 0.394, 0.352, 0.195, 0.084, 0.341, 0.013, 0.361, 0.271, 0.379, 0.193, 0.299, -0.715, -0.345, -0.793, -0.221, -0.296, -0.257, -0.540, -0.450, -0.526, 0.238, 0.304, 0.342, 0.410, 0.390, 0.359, 0.189, 0.083, 0.384, 0.062, 0.333, 0.330, 0.272, 0.174, 0.294]}


{"formula": "C25H48ErOP2", "method": "the ωB97M-V functional and the def2-TZVPD basis", "molar_mass_da": 593.9, "charge": 1, "energy_ev": -74941.5924, "homo_lumo_gap_ha": [0.1973, 0.2009], "spin_multiplicity": 4, "symbols": ["Er", "C", "C", "C", "C", "C", "C", "H", "H", "H", "C", "H", "H", "H", "C", "H", "H", "H", "C", "H", "H", "H", "C", "H", "H", "H", "C", "C", "C", "C", "C", "C", "C", "C", "H", "H", "H", "H", "H", "H", "H", "H", "H", "H", "H", "H", "P", "C", "H", "H", "H", "C", "H", "H", "H", "C", "H", "H", "H", "P", "C", "H", "H", "H", "C", "H", "H", "H", "C", "H", "H", "H", "C", "O", "H", "H", "H"], "xyz": [[-0.813434, -0.123935, -0.801427], [-2.458677, 1.720942, 0.731940], [-3.042879, 0.846519, -0.237882], [-2.636202, -0.354323, 1.700362], [-2.279102, 0.989748, 1.936315], [-3.098292, -0.463576, 0.353384], [-2.184465, 3.166867, 0.531956], [-2.149355, 3.428497, -0.534638], [-1.212628, 3.450204, 0.966997], [-2.952971, 3.804729, 1.004093], [-1.815459, 1.522854, 3.242570], [-1.815032, 2.619935, 3.259499], [-0.791819, 1.189117, 3.482439], [-2.460841, 1.159490, 4.060939], [-2.551405, -1.454967, 2.685625], [-3.463209, -2.069893, 2.686916], [-2.418942, -1.044187, 3.695100], [-1.690525, -2.113671, 2.479471], [-3.434449, -1.705571, -0.391710], [-4.349295, -1.575212, -0.995104], [-3.597689, -2.538773, 0.305310], [-2.637652, -2.033570, -1.110868], [-3.540044, 1.230243, -1.586684], [-4.533426, 1.700962, -1.531176], [-3.657862, 0.359116, -2.242353], [-2.886403, 1.962008, -2.081491], [1.274599, 0.566018, -1.481894], [0.348151, 1.524379, -1.839086], [-0.181506, 1.640568, -3.247556], [-0.973308, 0.454648, -3.842243], [-1.241261, -0.776260, -2.993128], [-0.205272, -1.601332, -2.560170], [1.195527, -1.398781, -3.139113], [2.037541, -0.333297, -2.402102], [0.644158, 1.865400, -3.947691], [-0.463204, 0.133746, -4.767931], [-0.821220, 2.539553, -3.274737], [2.598138, 0.250264, -3.150207], [1.633094, 0.553059, -0.442522], [0.316886, 2.457601, -1.240633], [2.797510, -0.831910, -1.776254], [1.755780, -2.348032, -3.115346], [-0.405046, -2.625209, -2.189803], [1.138010, -1.099096, -4.200350], [-1.941624, 0.848202, -4.205319], [-2.251556, -1.188197, -3.110895], [2.294153, 3.322806, 1.106880], [1.823124, 3.868446, 2.809869], [2.685841, 4.293547, 3.341745], [1.432559, 3.023442, 3.390483], [1.042514, 4.637625, 2.749214], [3.895063, 2.526823, 1.581430], [4.453317, 3.162524, 2.281636], [4.506004, 2.369895, 0.684496], [3.708138, 1.553878, 2.050056], [3.085364, 4.939295, 0.670173], [3.638473, 4.850358, -0.272347], [3.782090, 5.260164, 1.454947], [2.319777, 5.712618, 0.548601], [0.920136, -4.061278, 0.020344], [0.230146, -5.688913, -0.423425], [1.033697, -6.393802, -0.663193], [-0.400826, -5.519049, -1.310564], [-0.408005, -6.052271, 0.390917], [2.601714, -4.119280, -0.704895], [2.527483, -3.947610, -1.788805], [3.057890, -5.096861, -0.507607], [3.205956, -3.311885, -0.265548], [1.290064, -4.142573, 1.812951], [1.328114, -5.186537, 2.154496], [0.490629, -3.604208, 2.347656], [2.241135, -3.631847, 2.012143], [0.910734, -0.603982, 2.017661], [0.332699, -0.883330, 0.751228], [1.743079, -1.300431, 2.210981], [0.156330, -0.715751, 2.806970], [1.289261, 0.433290, 2.058912]], "atomic_forces_ev_per_a": [[-4.72, -1.67, 8.74], [-0.01, -0.65, -0.34], [0.81, -0.30, 0.59], [-0.15, 0.57, -1.04], [0.05, -0.49, -0.83], [0.36, 0.90, 0.21], [0.04, 0.75, 0.16], [-0.07, 0.00, 0.21], [-0.27, -0.01, -0.09], [0.26, -0.15, -0.20], [0.36, 0.14, 0.56], [-0.05, -0.25, 0.04], [-0.29, 0.18, -0.01], [0.21, 0.26, -0.27], [0.14, -0.47, 0.37], [0.26, 0.10, 0.04], [-0.05, -0.22, -0.20], [-0.26, 0.09, 0.08], [-0.44, -0.41, -0.12], [0.33, -0.17, 0.14], [0.11, 0.13, -0.32], [-0.27, -0.11, 0.37], [-0.47, 0.21, -0.33], [0.19, -0.06, -0.07], [-0.01, 0.15, 0.02], [-0.09, -0.06, -0.05], [1.86, 3.35, -0.73], [3.60, 1.13, -1.28], [-0.01, 0.94, -0.31], [-0.81, 0.06, -0.62], [1.78, -2.43, -2.70], [-1.04, -0.87, -4.04], [0.34, 0.03, 0.32], [0.41, -0.80, 0.28], [-0.10, -0.08, 0.43], [-0.06, -0.16, 0.41], [0.21, -0.42, -0.02], [-0.30, 0.14, 0.33], [-0.07, 0.39, -0.47], [-0.55, -0.93, 0.39], [-0.35, 0.11, -0.29], [-0.46, 0.32, 0.07], [-0.15, 0.82, 0.30], [-0.36, -0.21, 0.40], [0.39, -0.28, 0.36], [0.21, 0.24, 0.98], [0.88, 0.80, 0.77], [-0.40, -0.20, 0.13], [-0.18, -0.13, -0.20], [0.02, 0.19, -0.05], [0.10, -0.20, 0.04], [-0.08, -0.43, -0.13], [-0.16, -0.15, -0.17], [-0.07, -0.03, 0.17], [0.13, 0.11, -0.05], [-0.19, 0.11, -0.50], [-0.11, 0.07, 0.14], [-0.17, -0.14, -0.13], [0.12, -0.07, -0.04], [-0.46, 1.15, -0.28], [0.02, -0.04, -0.20], [-0.32, -0.17, 0.13], [0.21, -0.35, 0.27], [0.17, -0.06, -0.23], [0.02, -0.14, -0.05], [0.17, -0.20, 0.28], [0.21, 0.25, -0.14], [-0.11, -0.28, -0.14], [-0.23, -0.16, 0.14], [0.14, 0.33, 0.09], [0.33, -0.29, -0.07], [-0.23, -0.22, 0.03], [-0.26, -0.17, -0.58], [0.02, 0.63, -0.61], [-0.22, 0.24, 0.01], [0.17, -0.01, -0.07], [-0.03, -0.23, 0.01]], "mulliken_spin": [3.059, -0.006, -0.005, -0.004, 0.001, -0.009, 0.000, 0.001, -0.001, 0.000, -0.001, 0.000, 0.000, 0.000, -0.001, 0.000, 0.000, 0.000, 0.001, 0.000, 0.000, -0.001, 0.000, 0.000, 0.000, -0.001, -0.011, 0.008, -0.001, 0.000, 0.002, -0.007, 0.000, -0.002, 0.000, 0.000, 0.000, 0.000, -0.003, -0.002, 0.000, 0.000, -0.003, 0.000, 0.000, -0.002, 0.000, 0.000, 0.000, 0.000, 0.000, 0.000, 0.000, 0.000, 0.000, 0.000, 0.000, 0.000, 0.000, 0.000, 0.000, 0.000, 0.000, 0.000, 0.000, 0.000, 0.000, 0.000, 0.000, 0.000, 0.000, 0.000, -0.002, -0.009, 0.000, 0.000, 0.000]}